The following is a quantum chemistry calculation of a gas-phase ion, C4H5N4O6 (charge +1), from OMol25.

Properties
E_tot (Ha): -825.36700
Net charge: +1
SMILES string: O=C1NC=[NH+][C@H](O)C1([N+](=O)[O-])[N+](=O)[O-]
HOMO energy (eV): -15.54
LUMO (eV): -5.75
Kohn-Sham gap (eV): 9.80
Energy above the lowest of the compared OMol25 structures with the same formula, charge and spin (eV): 0.2587
Maximum force (Eh/bohr): 0.075
Molar mass (g/mol): 205.1

CARTESIAN COORDINATES (ANGSTROEM)
C: 0.805 -0.860 0.155
C: -1.560 -1.719 -0.113
C: -0.682 0.934 -0.703
C: -1.950 -0.155 0.021
N: -0.135 -1.830 0.224
N: 0.519 0.369 -0.191
N: -3.258 0.184 -0.701
N: -1.952 0.262 1.517
O: -2.197 -2.715 -0.244
O: -4.213 0.454 -0.069
O: -3.005 0.403 -1.836
O: -1.845 -0.613 2.313
O: -1.945 1.441 1.770
O: -0.795 2.208 -0.354
H: 1.730 -1.157 0.573
H: -0.693 1.003 -1.857
H: 0.123 -2.731 0.416
H: 1.306 0.956 -0.328
H: -0.893 2.357 0.628

Here are the Mulliken charges for atoms 1 to 4, given in e: -0.018, 0.335, -0.196, 0.175

=====

The following is a quantum chemistry calculation of 2 unconnected molecules or ions with the total composition C4H11N3O2, from OMol25.

Properties
E_tot (Ha): -473.76340
Net charge: 0
SMILES string: CN=C(N)N.CC(=O)O
HOMO energy (eV): -8.38
LUMO (eV): 0.51
Kohn-Sham gap (eV): 8.89
Energy above the lowest of the compared OMol25 structures with the same formula, charge and spin (eV): 1.0712
Maximum force (Eh/bohr): 0.037
Molar mass (g/mol): 133.2

CARTESIAN COORDINATES (ANGSTROEM)
C: -1.440 0.798 3.334
C: -1.834 0.312 1.980
O: -1.137 -0.300 1.209
O: -3.151 0.456 1.763
H: -2.251 0.475 3.984
H: -1.441 1.874 3.450
H: -0.516 0.306 3.607
C: 0.114 0.991 -2.193
C: 1.681 -0.749 -1.703
N: 2.907 -1.416 -2.000
N: 1.127 0.007 -2.544
N: 1.160 -1.199 -0.526
H: 3.584 -0.713 -2.269
H: 2.962 -2.070 -2.771
H: -3.377 0.065 0.902
H: 1.766 -1.598 0.167
H: 0.298 -0.841 -0.142
H: 0.431 1.936 -2.609
H: -0.046 1.090 -1.114
H: -0.836 0.576 -2.525

Here are the Mulliken charges for atoms 1 to 4, given in e: -0.975, 0.707, -0.619, -0.462

=====

The following is a quantum chemistry calculation of a molecular structure, C15H21BrN2O, from OMol25.

Properties
E_tot (Ha): -3342.44684
Net charge: 0
HOMO energy (eV): -7.79
LUMO (eV): -0.42
Kohn-Sham gap (eV): 7.37
Energy above the lowest of the compared OMol25 structures with the same formula, charge and spin (eV): 14.0164
Maximum force (Eh/bohr): 0.328
Molar mass (g/mol): 325.2

CARTESIAN COORDINATES (ANGSTROEM)
C: 2.615 0.944 -4.066
H: 3.213 1.378 -4.715
C: 2.196 -0.557 -4.407
C: 1.151 -1.252 -3.747
C: 1.428 -1.538 -2.433
C: 0.997 -0.391 -1.425
C: 1.588 -0.374 -0.017
C: 1.017 -1.938 0.797
C: 1.499 -1.905 2.233
O: 2.424 -2.332 2.666
N: 0.816 -1.115 3.240
N: -0.315 -0.544 2.682
C: -1.184 0.295 3.285
C: -2.204 1.050 3.099
C: -3.065 1.661 3.873
C: -4.000 2.544 3.456
C: -4.503 2.547 2.025
C: -3.651 1.789 1.178
C: -2.693 0.986 1.783
H: -1.899 0.537 1.010
H: -4.011 1.618 0.151
Br: -5.799 3.432 1.631
H: -4.651 3.026 4.306
H: -2.569 1.883 5.007
H: -0.892 0.138 4.638
H: 0.923 -0.965 4.113
H: 1.493 -2.602 0.160
H: -0.030 -2.003 0.921
H: 1.156 0.392 0.624
H: 2.546 -0.334 0.101
H: 1.152 0.485 -1.621
H: -0.189 -0.675 -1.393
H: 2.655 -1.449 -2.086
H: 1.204 -2.458 -2.078
H: 0.312 -0.670 -3.877
H: 1.057 -2.252 -3.996
H: 3.120 -1.300 -4.492
H: 2.161 -0.349 -5.533
H: 1.738 1.443 -4.088
H: 3.191 0.853 -3.003

Here are the Mulliken charges for atoms 1 to 4, given in e: -1.196, 0.527, -0.622, -0.804

=====

The following is a quantum chemistry calculation of a molecular structure, C30H19F12NO3PdS, from OMol25.

Properties
E_tot (Ha): -3159.39492
Net charge: 0
HOMO energy (spin up / spin down) (eV): -8.05 / -8.04
LUMO (spin up / spin down) (eV): -3.62 / -3.62
Kohn-Sham gap (spin up / spin down) (eV): 4.43 / 4.43
Maximum force (Eh/bohr): 0.039
Molar mass (g/mol): 807.9

CARTESIAN COORDINATES (ANGSTROEM)
Pd: -0.104 -0.479 0.092
C: -0.466 4.186 -5.465
C: -0.456 3.493 -4.134
C: -0.939 4.122 -2.988
C: -0.920 3.474 -1.783
C: -0.441 2.140 -1.662
N: -0.561 1.538 -0.453
C: -0.594 2.266 0.701
C: 0.325 3.323 0.863
C: 0.364 4.051 2.026
C: -0.539 3.764 3.046
C: -0.522 4.534 4.334
C: -1.456 2.711 2.880
C: -1.479 1.920 1.754
C: -2.388 0.686 1.595
O: -1.688 -0.468 1.398
C: -3.419 0.956 0.394
F: -3.489 2.284 0.103
F: -3.050 0.329 -0.717
F: -4.668 0.560 0.666
C: -3.230 0.425 2.882
F: -4.081 1.445 3.156
F: -2.422 0.276 3.944
F: -3.945 -0.688 2.775
C: 0.040 1.482 -2.840
C: 0.020 2.184 -4.028
C: 0.641 0.073 -2.764
O: -0.046 -0.753 -1.930
C: 0.593 -0.673 -4.155
F: 1.421 -0.192 -5.103
F: 0.903 -1.953 -3.992
F: -0.655 -0.606 -4.652
C: 2.155 0.240 -2.356
F: 2.704 -0.932 -2.065
F: 2.247 1.027 -1.268
F: 2.891 0.835 -3.308
H: -0.529 5.267 -5.350
H: -1.331 3.857 -6.048
H: 0.427 3.942 -6.041
H: -1.347 5.124 -3.051
H: -1.355 3.941 -0.910
H: 1.028 3.514 0.060
H: 1.099 4.837 2.153
H: 0.010 5.478 4.226
H: -0.015 3.950 5.108
H: -1.536 4.728 4.684
H: -2.148 2.529 3.687
H: 0.393 1.725 -4.930
C: 6.894 -7.152 3.601
C: 6.968 -5.669 3.838
O: 6.668 -5.111 4.850
S: 7.575 -4.733 2.355
C: 6.132 -3.724 2.059
C: 5.512 -3.822 0.814
C: 4.332 -3.136 0.570
C: 3.757 -2.338 1.562
C: 4.418 -2.200 2.781
C: 5.600 -2.883 3.030
C: 2.496 -1.691 1.302
C: 1.441 -1.154 1.084
H: 6.634 -7.682 4.516
H: 7.847 -7.508 3.204
H: 6.140 -7.333 2.833
H: 5.953 -4.447 0.048
H: 3.827 -3.229 -0.385
H: 4.000 -1.549 3.538
H: 6.105 -2.775 3.979

Here are the Mulliken charges for atoms 1 to 4, given in e: 0.400, -1.722, 0.544, -1.279

=====

The following is a quantum chemistry calculation of a single C4H6N2 molecule, from OMol25.

Properties
E_tot (Ha): -265.42422
Net charge: 0
SMILES string: [H]/N=C/N=C=CC
HOMO energy (eV): -8.38
LUMO (eV): 0.45
Kohn-Sham gap (eV): 8.83
Energy above the lowest of the compared OMol25 structures with the same formula, charge and spin (eV): 3.0300
Maximum force (Eh/bohr): 0.030
Molar mass (g/mol): 82.1

CARTESIAN COORDINATES (ANGSTROEM)
C: 1.231 -0.264 1.784
C: 0.074 -0.325 -0.154
C: 0.142 -0.947 0.984
N: -1.852 0.149 -1.835
C: -0.755 0.800 -1.891
N: 0.311 0.435 -1.100
H: 0.935 -0.476 2.789
H: 1.292 0.830 1.656
H: 2.219 -0.659 1.531
H: -0.622 -1.612 1.395
H: -2.476 0.493 -2.557
H: -0.499 1.576 -2.602

Here are the Mulliken charges for atoms 1 to 4, given in e: -0.911, 0.647, -0.534, -0.576

=====

The following is a quantum chemistry calculation of 2 unconnected molecules or ions with the total composition H4O2, from OMol25.

Properties
E_tot (Ha): -152.85760
Net charge: 0
SMILES string: O.O
HOMO energy (eV): -10.79
LUMO (eV): 0.40
Kohn-Sham gap (eV): 11.19
Energy above the lowest of the compared OMol25 structures with the same formula, charge and spin (eV): 0.4717
Maximum force (Eh/bohr): 0.065
Molar mass (g/mol): 36.0

CARTESIAN COORDINATES (ANGSTROEM)
H: 0.521 -0.419 -0.224
H: 1.096 0.844 0.286
H: -1.849 -0.312 0.654
H: -1.193 0.973 -0.172
O: 1.388 -0.069 0.007
O: -1.210 -0.067 -0.075

Here are the Mulliken charges for atoms 1 to 4, given in e: 0.412, 0.277, 0.338, 0.345